{
  "formula": "C3H2HgLiO3",
  "method": "wB97M-V/def2-TZVPD",
  "species": ["O", "O", "C", "C", "O", "C", "Li", "H", "H", "Hg"],
  "positions_angstrom": [[1.320, -0.489, 1.430], [-0.328, 0.965, -0.636], [-0.604, 0.105, -1.657], [-0.390, 0.665, 0.737], [-0.471, -1.109, -1.413], [0.017, -0.278, 1.628], [-0.921, 1.020, -3.500], [-0.331, -0.164, 2.668], [0.673, 1.358, 1.057], [1.035, -2.073, -0.313]],
  "homo_energy_ev": [-5.79, -5.97],
  "spin_multiplicity": 2,
  "mol_weight_g_mol": 293.58,
  "total_charge": 0,
  "de_lowest_kcal_mol": 103.5
}


{
  "formula": "C11H11FeN2O4",
  "method": "wB97M-V/def2-TZVPD",
  "species": ["N", "N", "C", "O", "H", "H", "H", "H", "O", "C", "Fe", "C", "O", "C", "O", "C", "C", "C", "C", "C", "C", "C", "H", "H", "H", "H", "H", "H", "H"],
  "positions_angstrom": [[2.540, -0.805, 0.535], [3.332, -1.927, 0.887], [4.656, -1.871, 0.545], [5.180, -0.829, 0.166], [2.050, -0.525, 1.377], [3.180, -0.055, 0.255], [2.882, -2.837, 0.859], [5.170, -2.844, 0.712], [-2.867, 3.545, -1.528], [-2.369, 2.522, -1.285], [-1.341, 1.193, -0.829], [-0.466, 1.270, -2.397], [0.218, 1.451, -3.315], [-0.159, 2.331, -0.143], [0.584, 3.191, 0.096], [-0.191, -0.877, -0.011], [-0.455, -0.621, 1.338], [-1.483, 0.168, 1.805], [-2.337, 0.898, 0.924], [-3.081, 0.256, -0.132], [-2.549, -0.781, -0.873], [-1.139, -0.846, -1.057], [0.810, -1.185, -0.326], [0.244, -1.052, 2.062], [-1.602, 0.317, 2.887], [-2.747, 1.839, 1.327], [-4.097, 0.623, -0.316], [-3.194, -1.390, -1.513], [-0.769, -1.158, -2.050]],
  "homo_energy_ev": [-9.16, -12.09],
  "spin_multiplicity": 5,
  "mol_weight_g_mol": 291.06,
  "total_charge": 1
}


{
  "formula": "C2H4N4O2",
  "method": "wB97M-V/def2-TZVPD",
  "species": ["O", "N", "C", "N", "N", "C", "O", "N", "H", "H", "H", "H"],
  "positions_angstrom": [[-2.605, -0.425, 0.156], [-1.734, 0.520, -0.405], [-0.401, 0.361, -0.043], [0.398, 1.351, -0.021], [1.758, 1.007, 0.234], [2.097, -0.202, 0.035], [1.265, -1.243, -0.302], [-0.033, -0.967, 0.260], [-2.572, -0.287, 1.130], [-2.081, 1.480, -0.309], [3.138, -0.542, 0.075], [-0.677, -1.648, -0.162]],
  "homo_energy_ev": -8.91,
  "mol_weight_g_mol": 116.08,
  "total_charge": 0,
  "de_lowest_kcal_mol": 95.4
}


{
  "formula": "C12H15Br9O9",
  "method": "wB97M-V/def2-TZVPD",
  "species": ["C", "Br", "Br", "Br", "H", "C", "Br", "Br", "Br", "H", "C", "Br", "Br", "Br", "H", "C", "C", "O", "C", "O", "O", "H", "H", "H", "H", "C", "C", "O", "C", "O", "O", "H", "H", "H", "H", "C", "C", "O", "C", "O", "O", "H", "H", "H", "H"],
  "positions_angstrom": [[-25.576, -10.436, 6.725], [-24.819, -12.249, 6.938], [-24.097, -9.043, 7.288], [-27.207, -10.193, 7.837], [-26.012, -10.396, 5.727], [-32.591, -11.553, 11.800], [-31.327, -10.561, 12.953], [-33.974, -10.340, 11.238], [-33.210, -13.279, 12.429], [-31.859, -11.716, 11.009], [-25.004, -9.682, 0.047], [-25.100, -11.706, -0.467], [-25.138, -8.416, -1.491], [-23.313, -9.340, 1.061], [-25.815, -9.365, 0.702], [-22.494, -13.593, 12.976], [-23.741, -13.843, 12.172], [-24.410, -12.619, 12.270], [-23.731, -11.700, 12.945], [-24.056, -10.519, 13.224], [-22.618, -12.190, 13.308], [-21.612, -13.841, 12.386], [-22.604, -14.224, 13.858], [-24.253, -14.764, 12.452], [-23.495, -13.925, 11.114], [-28.757, -14.846, 3.823], [-29.321, -16.138, 3.287], [-29.832, -16.719, 4.524], [-30.133, -15.696, 5.386], [-30.701, -15.774, 6.452], [-29.589, -14.545, 4.941], [-28.767, -14.015, 3.119], [-27.716, -14.959, 4.125], [-28.427, -16.632, 2.906], [-29.992, -15.844, 2.480], [-34.096, -11.104, 4.386], [-33.097, -9.990, 4.519], [-32.360, -10.034, 3.324], [-32.678, -11.136, 2.666], [-32.090, -11.477, 1.656], [-33.582, -11.831, 3.311], [-35.098, -10.702, 4.233], [-34.030, -11.651, 5.326], [-32.394, -10.064, 5.349], [-33.603, -9.026, 4.575]],
  "homo_energy_ev": -10.34,
  "mol_weight_g_mol": 1022.38,
  "total_charge": 0,
  "de_lowest_kcal_mol": 67.5
}


{
  "formula": "O16P4Y4",
  "method": "wB97M-V/def2-TZVPD",
  "species": ["Y", "Y", "Y", "Y", "P", "O", "O", "O", "O", "P", "O", "O", "O", "O", "P", "O", "O", "O", "O", "P", "O", "O", "O", "O"],
  "positions_angstrom": [[22.443, -3.558, 29.406], [21.868, -7.249, 32.810], [21.344, -7.379, 28.988], [16.859, -5.521, 28.721], [20.101, -5.100, 30.292], [20.788, -3.704, 30.645], [20.726, -6.328, 31.000], [20.736, -5.299, 28.906], [18.581, -5.213, 30.060], [21.677, -2.950, 26.760], [22.916, -3.744, 27.285], [20.671, -3.881, 26.144], [22.197, -1.606, 26.158], [21.052, -2.276, 27.999], [22.764, -0.227, 30.463], [22.182, 0.738, 31.522], [21.989, -0.081, 29.183], [22.672, -1.730, 30.854], [24.262, 0.038, 30.181], [23.894, -7.108, 29.919], [22.782, -7.595, 30.815], [25.399, -7.110, 29.956], [23.247, -5.727, 29.431], [23.452, -7.734, 28.659]],
  "homo_energy_ev": -6.92,
  "mol_weight_g_mol": 735.50,
  "total_charge": 0,
  "de_lowest_kcal_mol": 37.0
}